(1)
C24H30BeK2N6O8S2 | ωB97M-V with the def2-TZVPD basis set

```
73
Properties=species:S:1:pos:R:3:forces:R:3:mulliken_charge:R:1
K -7.3338 2.2988 -26.7595 -0.24 0.36 -0.33 0.966
K -11.1752 7.7124 -25.9543 0.15 -0.20 -0.57 0.956
Be -9.8577 5.0497 -32.0241 -0.04 0.04 0.51 0.381
S -12.4171 3.3103 -28.7988 1.00 -0.69 -0.21 1.315
O -11.0601 2.8945 -29.2269 0.69 -0.74 -0.31 -0.622
O -13.3606 2.2134 -28.9232 -0.44 -0.75 -0.40 -0.565
O -12.3378 3.7984 -27.4614 0.08 0.82 3.19 -0.723
O -12.7759 4.3990 -29.6842 -0.80 1.71 -2.05 -0.643
S -7.1735 6.8563 -28.8333 -0.12 0.51 0.62 1.294
O -6.9492 5.6538 -29.5954 1.14 -2.10 -1.38 -0.610
O -8.5226 7.2952 -29.2045 -1.60 1.31 -0.28 -0.540
O -7.2591 6.5103 -27.4115 0.16 -0.03 1.23 -0.676
O -6.1752 7.8810 -29.1311 -0.26 -0.22 0.06 -0.573
N -10.8163 0.6889 -23.9509 -0.59 1.04 -1.67 0.060
C -10.0317 0.5448 -22.9119 1.70 0.11 3.33 -0.582
C -9.5463 -0.7557 -22.8672 0.26 0.94 0.88 -0.412
C -10.0606 -1.3684 -24.0006 0.39 -1.90 -0.26 -0.293
C -10.7883 -0.4565 -24.6523 -1.80 0.42 -2.74 -0.656
H -11.1862 1.5708 -24.2757 -0.13 -0.32 0.02 0.219
H -9.9449 1.3709 -22.2216 0.23 -0.19 0.18 0.398
H -8.9245 -1.2388 -22.1281 -0.10 0.33 0.10 0.382
H -9.9779 -2.4097 -24.2751 0.19 0.12 -0.09 0.400
H -11.2649 -0.4468 -25.6214 -0.17 -0.45 0.11 0.496
N -17.0297 3.4858 -32.2756 0.98 0.26 0.06 0.012
C -17.5545 4.1364 -33.3797 -1.88 -1.42 1.21 -0.344
C -18.7634 3.4207 -33.6772 2.86 -0.10 -0.31 -0.519
C -18.6727 2.1977 -32.9457 -0.41 0.51 2.02 -0.549
C -17.6676 2.3305 -31.9631 -1.13 0.36 -2.03 -0.337
H -16.2190 3.7426 -31.7307 0.02 0.37 -0.44 0.204
H -17.0237 4.9793 -33.7973 -0.44 0.07 0.08 0.371
H -19.4856 3.6627 -34.4429 0.21 -0.06 -0.05 0.362
H -19.3897 1.3905 -32.9189 -0.10 0.12 -0.19 0.372
H -17.3860 1.7694 -31.0843 -0.04 -0.14 -0.30 0.429
N -13.2808 -1.6877 -32.0817 0.81 -1.46 -0.32 0.066
C -12.1158 -2.2960 -32.4602 0.64 0.22 -0.43 -0.471
C -12.4342 -3.3654 -33.3017 3.06 0.30 0.68 -0.423
C -13.7930 -3.4477 -33.4041 -1.16 -0.49 0.01 -0.330
C -14.2540 -2.4725 -32.5987 -3.49 2.10 0.25 -0.533
H -13.3467 -0.8811 -31.4774 -0.23 -0.29 -0.17 0.185
H -11.2061 -1.8220 -32.1221 0.24 -0.48 -0.25 0.375
H -11.7429 -4.0791 -33.7249 0.21 0.28 -0.03 0.359
H -14.3848 -4.1397 -33.9848 0.05 0.07 0.16 0.387
H -15.2734 -2.1305 -32.4975 -0.11 -0.19 0.13 0.385
N -16.3198 -1.5092 -26.3786 -1.43 -1.85 -0.13 0.026
C -16.6457 -1.7597 -25.0571 -1.45 -0.48 -0.15 -0.597
C -17.5692 -2.8452 -25.0269 1.68 1.94 1.57 -0.231
C -17.7366 -3.3240 -26.3030 1.22 1.08 -2.11 -0.495
C -16.9760 -2.4660 -27.1392 -0.75 -0.70 0.44 -0.444
H -15.8514 -0.7375 -26.8315 0.10 -0.07 0.63 0.229
H -16.3734 -1.0974 -24.2486 0.17 -0.06 -0.19 0.363
H -18.0795 -3.1767 -24.1347 0.26 -0.11 0.03 0.374
H -18.2724 -4.2167 -26.5900 -0.09 0.28 -0.20 0.378
H -16.9628 -2.4461 -28.2189 0.32 0.01 0.09 0.396
N -14.1719 9.0377 -29.0248 -0.44 0.48 0.97 0.012
C -15.2008 9.0910 -28.0886 0.18 -1.22 -0.57 -0.590
C -15.2174 10.3339 -27.5425 0.11 0.03 1.47 -0.366
C -14.1512 11.0490 -28.0438 1.95 0.07 -2.39 -0.247
C -13.5066 10.2384 -29.0226 -0.93 0.61 1.08 -0.626
H -13.8303 8.2162 -29.5029 -0.39 0.07 -0.02 0.238
H -15.7873 8.2198 -27.8369 0.02 0.05 -0.25 0.448
H -15.7042 10.7407 -26.6684 -0.77 -0.51 -0.23 0.363
H -13.9473 12.0700 -27.7570 0.29 -0.06 -0.30 0.397
H -12.7395 10.3833 -29.7689 0.09 0.31 0.31 0.390
N -16.3914 3.9783 -24.7293 1.63 0.47 -1.13 0.037
C -17.5629 3.6850 -25.3827 -0.78 0.29 2.18 -0.610
C -18.5168 3.7994 -24.3666 -0.58 -0.73 -1.26 -0.260
C -17.9139 4.0969 -23.1615 2.03 1.49 0.80 -0.506
C -16.5238 4.3172 -23.4157 -2.77 -1.03 -0.29 -0.356
H -15.4870 4.0821 -25.1669 -0.24 -0.26 -0.32 0.174
H -17.7164 3.3616 -26.4017 0.59 0.21 0.09 0.432
H -19.5864 3.6726 -24.4460 0.08 -0.19 -0.30 0.374
H -18.4714 4.2904 -22.2569 0.30 -0.05 0.10 0.367
H -15.6804 4.6819 -22.8480 -0.21 -0.23 0.06 0.351
```
Forces are in eV/Å.

The value obtained for the HOMO energy is -7.5 eV. For the frontier orbital gap, the calculation gives 2.56 eV. The calculation puts the lowest unoccupied orbital energy at -4.90 eV.

***

(2)
C24H30BrF4N4PTi | ωB97M-V with the def2-TZVPD basis set

```
65
Properties=species:S:1:pos:R:3:forces:R:3:lowdin_spin:R:1
Ti -0.4817 -1.3340 -0.2160 -0.09 0.10 0.40 0.992
F -4.3658 5.5682 -0.3277 -0.03 0.00 0.00 0.000
C -3.4785 4.6125 -0.3221 0.06 -0.12 0.00 0.000
C -2.1270 4.9134 -0.4094 0.00 -0.12 0.01 0.000
F -1.7247 6.1574 -0.5028 0.01 -0.01 0.00 0.000
C -1.2053 3.8748 -0.4026 -0.12 0.09 -0.07 -0.001
F 0.0844 4.1899 -0.5052 0.01 -0.05 0.04 0.000
C -1.5865 2.5382 -0.3115 0.05 0.14 -0.05 -0.003
P -0.2901 1.2968 -0.3171 0.17 -0.32 0.03 -0.014
C 0.8322 1.7526 1.0240 0.00 0.09 0.01 -0.002
C 2.2206 1.7835 0.8774 0.01 0.00 0.02 -0.001
C 3.0269 2.0709 1.9730 -0.05 -0.01 -0.02 0.000
C 2.4550 2.3301 3.2111 0.00 0.00 0.00 -0.002
C 1.0730 2.3188 3.3582 0.02 -0.01 -0.01 0.000
C 0.2620 2.0302 2.2710 -0.02 0.04 0.01 -0.001
C 0.5537 1.2346 -1.8994 0.06 0.19 -0.14 0.002
C 0.2797 0.0828 -2.6410 -0.16 -0.26 0.00 0.004
C 0.7946 -0.1198 -3.9110 0.13 0.11 0.06 0.001
C 1.6199 0.8626 -4.4496 -0.03 -0.06 0.00 0.001
C 1.9111 2.0136 -3.7266 0.00 -0.03 0.00 0.002
C 1.3833 2.2093 -2.4579 0.00 -0.05 0.05 0.000
C -2.9519 2.2644 -0.2182 -0.18 0.07 0.08 0.000
Br -3.6333 0.5170 -0.0134 0.04 0.02 -0.01 0.001
C -3.8882 3.2791 -0.2227 0.10 0.20 -0.01 0.000
F -5.1756 3.0241 -0.1227 -0.04 -0.06 0.00 0.000
H 2.6797 1.6247 -0.0912 0.01 0.02 -0.04 0.000
H 4.1001 2.1186 1.8520 0.03 0.00 -0.01 0.000
H 3.0850 2.5654 4.0573 0.02 0.02 0.03 0.000
H 0.6285 2.5588 4.3142 -0.02 0.00 0.02 0.000
H -0.8171 2.0888 2.3904 -0.01 -0.03 -0.03 0.000
H -0.4425 -0.6684 -2.2676 -0.08 0.21 -0.24 0.003
H 0.5482 -1.0013 -4.4878 -0.02 -0.01 -0.01 0.000
H 2.0264 0.7345 -5.4436 0.01 0.00 -0.02 0.000
H 2.5459 2.7719 -4.1633 0.01 0.03 0.00 0.000
H 1.6078 3.1179 -1.9175 0.01 0.01 0.01 0.000
N -2.3976 -2.3123 -0.7672 -0.06 -0.17 -0.20 0.006
C -2.2022 -3.7825 -0.9386 -0.09 -0.01 0.04 0.001
C -1.0824 -3.9413 -1.9335 0.11 -0.03 -0.08 0.000
N 0.0794 -3.1484 -1.4156 0.13 0.06 -0.06 -0.007
H -3.1631 -2.1457 -0.1165 0.07 -0.06 0.01 0.001
H -2.7463 -1.9389 -1.6537 -0.04 0.04 0.08 0.004
H -3.1191 -4.2715 -1.2698 0.06 0.00 -0.02 0.000
H -1.9307 -4.2049 0.0338 -0.01 -0.02 -0.06 0.000
H -1.3601 -3.5240 -2.9042 -0.05 -0.04 0.04 0.000
H -0.8048 -4.9839 -2.0889 -0.05 0.04 0.03 0.000
H 0.7039 -2.9293 -2.1930 -0.02 0.01 0.04 0.000
H 0.6383 -3.7534 -0.8121 -0.04 0.01 -0.02 0.000
N -1.1056 -1.1967 1.8764 0.09 0.06 0.08 -0.001
C -0.4448 -1.9017 3.0472 -0.23 -0.01 -0.12 0.001
C 1.0553 -1.9490 2.8676 0.05 0.03 0.08 0.001
C 1.4711 -2.9504 1.7788 -0.05 -0.13 0.01 0.003
C 2.3894 -2.3794 0.7200 0.08 0.10 -0.09 0.003
N 1.7025 -1.2621 -0.0140 0.02 0.00 0.02 0.004
H -1.0021 -0.1952 2.0702 0.02 -0.03 -0.03 0.000
H -2.1124 -1.3500 1.9571 0.05 0.05 -0.02 0.002
H -0.8690 -2.9065 3.0922 0.06 0.03 0.05 0.000
H -0.7394 -1.3758 3.9550 0.07 -0.03 0.01 0.000
H 1.5064 -2.2217 3.8218 0.00 -0.02 -0.02 0.000
H 1.4249 -0.9381 2.6543 -0.01 0.01 0.00 0.000
H 0.5607 -3.3554 1.2987 0.02 0.02 0.00 0.001
H 1.9438 -3.8277 2.2231 0.02 0.04 0.00 0.000
H 2.6857 -3.1331 -0.0113 -0.02 -0.02 0.05 0.000
H 3.3093 -1.9953 1.1654 -0.02 -0.07 -0.01 0.000
H 2.1601 -1.1160 -0.9152 -0.01 0.00 0.05 0.002
H 1.8990 -0.3914 0.4913 -0.04 -0.04 0.02 0.000
```
Forces are in eV/Å.

The value obtained for the HOMO energy (spin up / spin down) is -17.4 / -17.4 eV. For the frontier orbital gap (spin up / spin down), the calculation gives 7.05 / 7.45 eV. Its net charge is +3. As for the multiplicity: 2. As for the energy relative to the best compared isomer or geometry (same formula, charge and spin): 0.000 eV. The calculation puts the lowest unoccupied orbital energy (spin up / spin down) at -10.32 / -9.92 eV.

***

(3)
C24H30BrF5HoI2N4O2 | ωB97M-V with the def2-TZVPD basis set

```
69
Properties=species:S:1:pos:R:3:forces:R:3:lowdin_spin:R:1
Ho -0.2256 -0.0444 0.1724 1.05 0.81 1.47 4.032
C 3.7597 -0.3197 1.2893 0.04 -0.01 -0.01 0.000
C 2.8378 -1.5262 1.3634 -0.06 0.06 0.00 0.000
N 1.4608 -1.2051 1.8004 -0.28 -0.08 -0.03 -0.004
C 1.3905 -0.6652 3.1738 0.04 -0.03 0.01 0.000
C 1.0969 0.8206 3.1695 -0.06 0.01 0.03 0.000
N -0.1913 1.0518 2.4950 -0.04 -0.01 -0.11 -0.003
C -0.6795 2.4421 2.6452 -0.04 -0.05 0.04 0.000
C 0.0414 3.4769 1.7938 0.04 0.01 0.00 0.000
C -0.4012 3.5200 0.3402 -0.02 0.00 -0.06 0.000
N 0.1363 2.4169 -0.4863 -0.14 -0.29 -0.10 -0.004
C 1.4721 2.7360 -1.0304 -0.09 0.09 0.06 0.000
C 2.0836 1.4976 -1.6444 -0.07 -0.01 -0.04 0.000
N 2.2609 0.4679 -0.6030 -0.15 -0.01 -0.18 -0.002
C 3.4907 0.7089 0.1765 -0.07 0.00 0.02 0.000
H 4.7712 -0.7066 1.1615 0.00 -0.01 0.01 0.000
H 3.7656 0.1759 2.2612 0.01 0.01 0.00 0.000
H 3.2768 -2.2346 2.0731 0.02 -0.02 -0.02 0.000
H 2.7659 -2.0413 0.4044 -0.02 0.02 -0.01 0.000
H 0.9668 -2.0947 1.8011 0.01 -0.04 0.04 0.000
H 2.3140 -0.8614 3.7249 0.01 -0.03 0.00 0.000
H 0.5884 -1.1871 3.7051 0.05 0.07 -0.03 0.000
H 1.8787 1.3693 2.6406 -0.01 -0.01 -0.02 0.000
H 1.0729 1.1929 4.1998 0.01 0.03 0.01 0.000
H -0.8789 0.4761 2.9822 -0.04 -0.08 -0.07 0.000
H -0.6130 2.7276 3.7000 0.02 0.02 0.00 0.000
H -1.7366 2.4366 2.3733 -0.01 0.00 0.03 0.000
H 1.1283 3.3633 1.8647 -0.02 -0.01 0.01 0.000
H -0.1787 4.4541 2.2287 0.02 0.00 -0.01 0.000
H -0.1041 4.4747 -0.1048 -0.02 0.02 0.00 0.000
H -1.4901 3.4677 0.2907 0.00 0.00 0.01 0.000
H -0.4964 2.3299 -1.2816 0.01 0.03 -0.03 0.000
H 2.0920 3.1153 -0.2174 0.00 0.00 0.01 0.000
H 1.4038 3.5328 -1.7763 0.01 0.02 0.00 0.000
H 3.0180 1.7331 -2.1633 0.06 0.04 0.10 0.000
H 1.3907 1.1131 -2.3950 0.04 -0.05 -0.03 0.000
H 2.3725 -0.4267 -1.0712 0.03 -0.03 0.03 0.000
H 3.4274 1.7075 0.6077 -0.04 0.00 0.01 0.000
H 4.3393 0.7310 -0.5140 0.03 0.02 0.01 0.000
I -1.7129 -3.1149 4.2583 0.00 -0.11 0.10 0.000
C -2.6326 -3.6199 2.4238 -0.08 0.01 0.04 0.000
I -1.4310 -3.1871 0.7409 0.09 -0.15 -0.11 -0.002
H -3.5500 -3.0533 2.3305 -0.01 -0.05 0.06 0.000
H -2.8016 -4.6888 2.4117 -0.06 0.00 0.04 0.000
F -2.8892 -0.7433 2.4040 -0.07 0.33 -0.17 0.000
C -3.4187 -0.0077 1.3613 -0.50 -0.39 0.71 -0.001
C -2.5876 0.4797 0.4055 0.25 0.39 -0.62 -0.007
C -3.2416 1.2060 -0.5672 0.00 0.26 -0.16 0.000
F -2.5289 1.7818 -1.5832 0.04 -0.05 0.06 0.000
C -4.6035 1.4496 -0.5948 0.38 0.28 -0.57 0.000
F -5.1782 2.1875 -1.5431 0.12 0.01 -0.09 0.000
C -5.3849 0.9098 0.3877 -0.53 -0.29 0.50 0.000
F -6.6988 1.1091 0.3704 0.05 -0.06 0.11 0.000
C -4.7912 0.1606 1.3868 -0.10 -0.16 0.27 0.000
F -5.5439 -0.3851 2.3475 0.04 0.03 -0.02 0.000
Br -1.0976 -1.6514 -7.1785 0.21 -0.14 0.34 0.000
C -0.1684 -2.2901 -5.6327 -0.60 0.44 -0.82 0.000
C 0.6700 -3.3757 -5.7586 -0.05 -0.06 -0.36 0.000
C 1.3349 -3.8332 -4.6456 0.31 -0.21 0.49 0.000
C 1.1504 -3.2123 -3.4210 0.20 -0.24 0.22 0.000
C 0.3016 -2.1190 -3.3206 0.24 -0.16 0.37 0.000
C -0.3621 -1.6496 -4.4314 -0.33 0.36 -0.32 0.000
C 0.0993 -1.4317 -2.0332 -0.12 0.00 -0.03 0.000
O 0.6004 -1.8895 -0.9527 0.03 -0.25 -0.47 -0.004
O -0.5735 -0.3471 -1.9857 0.16 -0.31 -0.67 -0.004
H 0.7977 -3.8598 -6.7154 0.00 0.01 -0.05 0.000
H 1.9998 -4.6805 -4.7365 0.01 -0.03 0.06 0.000
H 1.6545 -3.5736 -2.5341 0.01 0.00 -0.03 0.000
H -1.0198 -0.7972 -4.3452 -0.03 0.01 -0.05 0.000
```
Forces are in eV/Å.

The value obtained for the HOMO energy (spin up / spin down) is -11.4 / -11.4 eV. For the frontier orbital gap (spin up / spin down), the calculation gives 8.76 / 8.78 eV. Its net charge is +1. As for the multiplicity: 5. As for the energy relative to the best compared isomer or geometry (same formula, charge and spin): 0.000 eV. The calculation puts the lowest unoccupied orbital energy (spin up / spin down) at -2.68 / -2.66 eV.